Molecular formula: C32H35N4O3S4Sn
Method: DFT, ωB97M-V with the def2-TZVPD basis set

Atoms and positions in Å:
Sn 0.1287 0.3035 -0.9830
O 3.8846 -1.0509 0.8520
S 3.3116 -0.8858 -0.4459
O 3.0742 0.4608 -0.9347
N 1.7487 -1.4793 -0.4609
C 1.3812 -2.6260 0.0750
C 2.2331 -3.6630 0.5491
C 1.7043 -4.8599 0.9920
C 0.3345 -5.0808 0.9858
C -0.5702 -4.0702 0.5463
C -1.9662 -4.2537 0.5193
C -2.7659 -3.2239 0.0898
C -2.1698 -2.0137 -0.2762
N -0.8582 -1.8170 -0.2567
C -0.0610 -2.8388 0.1223
C 4.1866 -1.8244 -1.6258
C 5.3859 -2.4091 -1.2368
C 6.1057 -3.1319 -2.1783
C 5.6216 -3.2647 -3.4702
C 4.4159 -2.6767 -3.8431
C 3.6911 -1.9448 -2.9219
H 3.3018 -3.5093 0.5462
H 2.3668 -5.6408 1.3381
H -0.0635 -6.0291 1.3239
H -2.3920 -5.1989 0.8311
H -3.8394 -3.3287 0.0348
H -2.7759 -1.1751 -0.5984
H 5.7468 -2.2966 -0.2241
H 7.0441 -3.5897 -1.8989
H 6.1866 -3.8314 -4.1977
H 4.0484 -2.7912 -4.8533
H 2.7541 -1.4809 -3.2051
C 3.5217 3.2924 0.2505
C 2.3985 3.4549 1.2900
S 0.8304 2.6103 0.9504
C -0.2540 3.9589 0.4106
C 0.0693 4.6231 -0.9201
S 0.0674 3.4836 -2.3262
C 1.5586 3.9962 -3.1834
C 2.8666 3.4786 -2.5276
S 3.3972 4.4347 -1.1252
H 3.5727 2.2775 -0.1406
H 4.4729 3.5535 0.7225
H 2.1758 4.5039 1.4901
H 2.7806 3.0329 2.2197
H -0.2537 4.7119 1.2004
H -1.2510 3.5183 0.3908
H 1.0471 5.1180 -0.8705
H -0.6514 5.4207 -1.1107
H 1.5706 5.0778 -3.3162
H 1.5124 3.5532 -4.1781
H 3.6768 3.6129 -3.2564
H 2.8056 2.4272 -2.2475
C -5.2881 2.0754 2.7674
N -4.0480 1.4124 2.3552
N -3.6030 1.4449 1.0566
C -2.2857 1.1061 1.0507
O -1.6464 1.0039 -0.0757
C -1.8920 0.8859 2.3712
C -3.0142 1.1080 3.1546
C -3.1632 1.0771 4.6323
C -4.4987 1.4419 -0.0644
C -4.2055 2.2301 -1.1671
C -5.0685 2.2120 -2.2515
C -6.2131 1.4255 -2.2245
C -6.4900 0.6366 -1.1163
C -5.6268 0.6321 -0.0310
H -5.7920 2.4563 1.8857
H -5.0492 2.9033 3.4324
H -5.9362 1.3621 3.2719
H -0.9081 0.6237 2.7184
H -2.2441 0.7234 5.0911
H -3.9794 0.4181 4.9279
H -3.3788 2.0724 5.0245
H -3.3198 2.8512 -1.1786
H -4.8530 2.8264 -3.1142
H -6.8919 1.4310 -3.0658
H -7.3761 0.0177 -1.0951
H -5.8278 -0.0017 0.8234

Cartesian forces (eV/Å) of the 2 atoms listed first:
0.00 -0.33 -0.62
0.00 0.08 0.03

Results
* frontier orbital gap (alpha / beta): 4.5 / 5.8 eV
* lowest unoccupied orbital energy (alpha / beta): -0.42077 / -0.37390 Eh
* HOMO energy (alpha / beta): -0.5860 / -0.5860 Ha
* net charge: +3
* largest force on an atom: 0.704 eV/Å
* relative energy (zero: lowest compared OMol25 entry of this formula, charge and spin): 6.7 kJ/mol